Entry from OMol25: C46H38F3GeN4O2SV as an isolated structure in a non-equilibrium geometry (ωB97M-V/def2-TZVPD).

The geometry in XYZ format:
```
96
C46H38F3GeN4O2SV, DFT ωB97M-V/def2-TZVPD
V -0.4920 -0.1667 0.3314
C -0.3171 5.4556 0.8438
C 0.5435 4.2439 0.6097
C 1.0893 3.5480 1.6834
C 1.8898 2.4341 1.4771
C 2.1791 2.0049 0.1873
C 1.6302 2.6906 -0.8888
C 0.8177 3.7949 -0.6776
H -0.9335 5.3296 1.7359
H -0.9809 5.6385 -0.0022
H 0.2881 6.3542 0.9903
H 0.8732 3.8682 2.6964
H 2.2799 1.8915 2.3303
H 2.7780 1.1195 0.0195
H 1.8263 2.3513 -1.8989
H 0.3780 4.3080 -1.5261
F 1.5845 -3.7379 3.7960
C 1.6830 -4.3552 2.6017
F 1.6727 -5.6836 2.8696
F 2.9022 -4.0788 2.1167
C 0.5775 -3.9713 1.6694
C -0.2801 -4.9317 1.1683
C -1.3194 -4.5728 0.3171
C -1.4686 -3.2312 0.0175
N -0.6512 -2.3074 0.5066
C 0.3920 -2.6233 1.3024
S 1.3366 -1.2584 1.7569
H -0.1384 -5.9675 1.4456
H -1.9961 -5.3101 -0.0880
H -2.2587 -2.8621 -0.6264
O -1.7496 -0.3441 -2.5717
C -0.5393 -0.4225 -2.6857
N 0.1195 -0.5869 -3.8835
C 1.5478 -0.6368 -3.7159
C 1.6173 -0.5586 -2.1520
O 2.6679 -0.6492 -1.5381
N 0.3802 -0.4063 -1.6533
C 2.2584 0.5561 -4.3676
C 3.4440 1.0774 -3.8572
C 4.0740 2.1419 -4.4860
C 3.5413 2.6980 -5.6377
C 2.3654 2.1789 -6.1592
C 1.7330 1.1190 -5.5279
C 2.1645 -1.9364 -4.2243
C 3.4938 -2.2427 -3.9367
C 4.0653 -3.4086 -4.4173
C 3.3257 -4.2844 -5.2009
C 2.0041 -3.9870 -5.4885
C 1.4267 -2.8223 -4.9992
H -0.3882 -0.4864 -4.7424
H 3.8541 0.6644 -2.9467
H 4.9844 2.5456 -4.0604
H 4.0335 3.5317 -6.1223
H 1.9326 2.6018 -7.0573
H 0.8134 0.7376 -5.9532
H 4.0642 -1.5738 -3.3089
H 5.0949 -3.6375 -4.1718
H 3.7755 -5.1951 -5.5762
H 1.4124 -4.6654 -6.0907
H 0.3841 -2.6224 -5.2059
Ge -1.5508 0.7024 2.6428
C -0.3067 1.3599 4.0333
C -0.6308 2.5910 4.6040
C 0.1200 3.1310 5.6391
C 1.2177 2.4404 6.1310
C 1.5494 1.2100 5.5812
C 0.7967 0.6782 4.5438
C -2.3274 -1.0134 3.2290
C -1.5527 -2.0550 3.7411
C -2.1207 -3.2771 4.0694
C -3.4825 -3.4834 3.8939
C -4.2701 -2.4550 3.3973
C -3.6965 -1.2335 3.0690
H -2.6806 1.7503 2.7726
H -1.4890 3.1430 4.2349
H -0.1543 4.0917 6.0588
H 1.8101 2.8572 6.9364
H 2.4036 0.6588 5.9559
H 1.0895 -0.2709 4.1154
H -0.4861 -1.9192 3.8718
H -1.4924 -4.0704 4.4578
H -3.9274 -4.4392 4.1433
H -5.3357 -2.6009 3.2634
H -4.3274 -0.4421 2.6805
N -1.8127 1.0670 0.4427
C -3.1122 1.4945 0.3296
C -4.1489 0.5976 0.0298
C -5.4498 1.0462 -0.1285
C -5.7526 2.3952 0.0032
C -4.7355 3.2972 0.2905
C -3.4331 2.8564 0.4526
H -3.9019 -0.4496 -0.0919
H -6.2332 0.3352 -0.3648
H -6.7710 2.7413 -0.1246
H -4.9583 4.3535 0.3894
H -2.6329 3.5506 0.6796
```

Summary:
Energy relative to the best compared isomer or geometry (same formula, charge and spin)   0.0 kcal/mol
Net charge   -1
HOMO level (alpha / beta)   -3.74 / -5.30 eV
M   891.45 g/mol
LUMO level (alpha / beta)   2.6 / 2.2 eV
<S²>   3.770
2S+1   4